[1]
ORCA calculation (wB97M-V/def2-TZVPD) on a 2-piece molecular cluster, C51H58Cl2N3O2 overall.

Structure (XYZ):
```
116
C51H58Cl2N3O2, DFT wB97M-V/def2-TZVPD
H 2.76 3.48 3.78
C 1.35 -0.31 1.90
H -2.84 1.33 6.26
H -4.55 -2.28 3.93
C 2.10 -3.57 3.37
H 0.86 -3.46 -4.52
N 1.95 -0.24 0.61
H -1.52 -0.63 4.46
C 2.14 2.84 1.28
C 2.36 2.46 3.70
C 0.14 -2.97 -3.86
H -3.26 4.65 2.57
C -5.23 -1.62 3.40
C 4.97 -0.10 -4.33
Cl -8.46 -1.91 1.10
H 0.56 4.38 2.41
H 2.86 -2.92 3.82
H 3.74 -1.75 -6.03
H 1.03 -4.88 1.20
C -0.15 -1.69 3.20
H -2.01 3.67 6.57
C 0.95 -1.60 2.36
H -0.55 -2.66 3.50
H 2.55 -4.55 3.19
H 3.57 -2.21 1.48
C -0.32 1.97 -2.39
C 3.16 0.54 -1.05
H 4.59 -1.01 -1.90
H 4.64 -2.80 -4.93
C -3.45 1.62 4.20
C 2.48 -0.24 -3.99
C 0.40 0.87 -3.26
H 1.56 3.04 -2.10
H 2.85 0.01 -6.12
C -0.20 0.70 3.42
H 3.33 -2.25 -2.20
C -3.80 0.25 4.02
C 1.61 -2.96 2.04
H 3.89 1.04 -1.67
H -0.10 3.43 3.72
H -0.62 1.57 3.93
C 0.48 -2.59 -2.58
H 0.61 3.60 -3.49
C 1.29 -0.62 -0.55
C -1.80 -1.83 -2.17
H 2.31 3.93 1.38
C -2.16 -2.20 -3.46
H 0.38 1.46 -0.38
N -1.28 -2.46 -5.74
C 0.85 0.88 2.53
H 0.10 4.03 -1.84
H -2.30 1.31 -3.04
H 1.55 2.71 0.36
C 3.82 -1.04 -3.94
H 3.23 -3.89 0.99
H -3.27 -0.48 4.61
H -5.85 1.72 2.92
C -2.90 2.06 5.44
H 4.97 -2.45 -2.81
C 2.79 -2.89 1.10
C 0.24 3.36 2.69
H 0.49 0.54 -6.66
C -7.04 0.12 2.13
H -2.28 2.89 -2.25
H 0.13 -3.50 0.53
Cl -1.75 5.78 4.69
H -4.05 2.32 2.23
C -4.97 -0.22 3.39
O -2.37 -2.05 -6.21
H 3.13 2.40 1.18
C -7.23 -1.27 2.08
H -0.61 3.11 2.04
H -0.26 -4.12 2.15
H -1.21 0.76 -0.81
H -2.56 -1.46 -1.48
C -5.95 0.64 2.81
C 0.54 3.23 -2.46
C -0.72 -0.54 3.74
C 1.40 2.36 2.51
C 4.17 -1.71 -2.63
H -1.06 2.48 -0.42
H -7.72 0.78 1.61
C 1.60 0.17 -2.95
H 1.47 -2.82 -2.18
C 3.16 0.33 0.27
H -0.59 -1.14 0.34
H -1.09 0.97 -4.85
C -0.44 -1.89 -1.75
H -1.69 2.77 -3.91
O -0.26 -2.68 -6.45
N 2.00 -0.01 -1.58
H 5.92 -0.64 -4.33
C 0.82 0.47 -5.62
H 1.29 -3.69 4.10
C -1.15 -2.64 -4.34
C -1.73 2.25 -2.94
H 1.86 2.20 4.64
H 4.82 0.34 -5.33
H -6.52 -3.21 2.72
H -3.18 -2.10 -3.84
H 2.86 -2.77 -4.88
C -2.46 3.36 5.63
H 2.49 -2.58 0.10
C 0.03 -1.22 -0.56
H 3.20 1.77 3.57
C -3.18 3.91 3.36
H 3.92 0.57 1.00
C -2.56 4.27 4.57
C -3.61 2.60 3.18
C -0.06 0.75 -4.58
C 3.76 -2.15 -5.01
H 5.05 0.74 -3.62
C 0.56 -3.92 1.45
C 2.12 0.10 -5.31
C -6.34 -2.14 2.76
C -0.56 1.63 -0.92
```

As for the total charge: +1. As for the lowest unoccupied orbital energy: -6.1 eV.



[2]
ORCA calculation (wB97M-V/def2-TZVPD) on C51H59BiF5Ge2OS4SbTe as an isolated structure.

Structure (XYZ):
```
125
C51H59BiF5Ge2OS4SbTe, DFT wB97M-V/def2-TZVPD
H -1.71 -4.04 -4.89
H 4.34 1.10 4.86
H -6.40 1.21 2.56
H -2.94 -5.20 2.52
H -2.14 1.95 4.45
C -5.38 1.57 2.44
Ge -0.95 -0.41 -1.28
H 0.52 -3.90 4.97
C 3.88 2.67 -2.38
C -0.12 -4.62 4.47
C -4.50 -0.30 -0.73
H -2.32 -2.88 -3.70
H 4.08 2.51 -5.08
F 2.31 -3.73 3.06
H 5.33 1.69 -0.46
H -1.32 0.14 5.67
C 2.14 -2.62 -4.70
H -2.97 3.96 -1.21
H 4.03 0.18 3.40
C 1.49 2.64 2.98
H 4.16 -3.12 -4.20
C -1.47 -3.50 -3.98
C -2.15 -5.15 1.77
S 1.31 -1.07 2.04
C -1.23 2.15 3.88
S 1.33 -0.06 -1.34
H 2.98 -0.67 -4.96
H -4.12 0.45 -6.13
H 1.82 1.36 -4.82
H -1.30 -4.23 -3.19
C 3.69 1.02 3.99
H -5.03 -1.66 -2.30
F 2.92 -6.10 3.75
C -4.08 0.61 -3.99
H -2.55 -2.49 3.73
C -3.34 0.40 -2.83
H 0.53 -1.04 7.85
H -0.45 4.63 -2.12
C 2.03 3.48 0.77
H -4.25 3.29 0.66
H 3.78 1.93 3.40
H 0.43 1.38 -3.74
C -4.97 0.00 0.54
C 2.08 -1.23 -4.74
C 1.21 1.53 3.92
C -0.27 -1.28 -4.27
H -4.76 1.05 3.18
H -0.51 -1.94 6.75
H 0.34 5.47 -0.78
C 2.27 4.74 1.32
H -1.00 3.21 3.96
H 0.17 1.23 -5.47
C 2.09 4.95 2.67
H 0.38 -5.58 4.41
H -2.34 2.73 -2.34
H -1.06 -4.71 5.01
H 2.26 5.93 3.09
H 1.27 4.35 -3.71
C -0.10 1.31 4.38
H 3.85 -2.98 -5.93
C -3.91 0.71 -1.49
H -0.34 3.87 -0.52
H -1.14 -1.43 3.52
H -3.68 -2.20 -1.30
C -0.31 0.31 5.31
C 3.11 3.31 -3.34
C 0.98 -3.32 -4.42
C -1.77 -2.18 3.05
F 3.51 -4.54 0.30
C 2.27 0.79 4.43
Bi 1.05 -2.94 0.40
C 2.32 3.29 -0.67
H -2.21 -1.77 2.15
H -1.77 -6.14 1.56
H 4.80 2.19 -2.68
H 3.28 -4.40 -5.04
O 1.30 -5.83 1.46
C -0.23 -2.67 -4.21
H -5.33 -2.28 -0.67
C 4.35 1.94 -0.04
C 1.62 2.45 1.60
C 2.01 -0.21 5.36
H 4.37 4.22 -4.80
C 3.43 -3.33 -4.99
C -3.23 3.10 -1.83
C 0.18 4.49 -1.24
C -4.65 -1.69 -1.28
H 1.23 -2.28 6.83
C 0.48 -1.50 6.86
H 2.81 3.70 -5.44
H 2.84 -0.80 5.73
Ge 0.97 0.74 0.80
C 3.50 2.64 -1.05
F 4.54 -4.52 2.50
C -1.56 -0.57 -4.15
H -1.43 1.93 2.83
Sb -0.57 -3.89 2.50
H -1.91 -0.67 -6.25
C -4.33 2.28 0.27
H 1.00 -4.40 -4.39
C -3.56 0.26 -5.22
H 3.88 1.01 0.28
H 4.50 2.56 0.85
C 1.90 3.88 -2.96
C -2.07 -0.15 -2.93
C -4.88 1.28 1.06
C 1.72 3.91 3.49
F 3.95 -6.77 1.45
C 0.73 -0.46 5.81
C 0.89 -0.55 -4.54
H -5.07 1.04 -3.92
H 1.62 4.06 4.56
H -5.35 2.64 2.66
C -3.84 2.01 -1.00
Te 2.87 -5.30 2.01
S -1.27 0.99 0.47
H -2.55 -4.70 0.86
C 3.61 3.44 -4.75
S -1.21 -2.52 -0.58
H 2.60 5.54 0.67
C -2.32 -0.35 -5.30
H -5.41 -0.78 1.14
H -3.93 3.43 -2.60
C 1.49 3.87 -1.64
C 0.83 0.94 -4.65
```

As for the total charge: 0. As for the lowest unoccupied orbital energy: -0.8 eV.



[3]
ORCA calculation (wB97M-V/def2-TZVPD) on C51H60FGeNO3PPt as an isolated structure.

Structure (XYZ):
```
119
C51H60FGeNO3PPt, DFT wB97M-V/def2-TZVPD
H 7.73 -0.28 1.47
H -3.58 -0.35 1.21
P -0.38 -0.73 1.45
C 1.50 0.39 4.99
H -2.45 -5.38 0.17
H 1.89 -0.55 2.06
H -4.12 -2.58 3.20
C -3.59 0.89 -3.32
H 0.27 1.83 3.03
H -6.52 2.15 -4.41
C 4.35 1.89 -2.14
H 3.23 1.79 2.46
H -3.49 -1.08 4.87
C -1.93 1.80 -1.74
C 4.46 3.01 -4.25
C 7.82 -2.16 0.44
C 0.02 -2.50 0.97
C 1.81 -3.89 -4.04
C -4.25 5.64 0.28
H -1.47 0.70 4.04
C 1.11 1.37 2.52
H -0.02 -0.97 4.34
H -0.87 -6.06 0.51
H -1.93 4.97 -0.59
H -5.04 6.33 0.56
H 1.09 1.69 1.47
C 2.45 -0.21 -0.23
H 2.59 -5.77 -1.35
H -5.82 5.14 -3.55
C -5.91 4.84 -1.42
C -4.27 -1.54 2.89
H -1.72 -1.55 3.27
C 7.19 -2.99 -0.47
H -2.96 0.03 -3.44
H 1.72 -0.09 5.95
C -1.42 -5.12 0.44
C -4.77 1.00 -4.01
H -2.29 -3.78 1.89
H 1.08 -2.44 0.70
H 2.19 -1.79 -4.23
H 2.89 0.63 0.30
H 4.12 1.78 -5.97
C 4.19 1.81 -4.89
H 0.26 -4.60 -0.84
H 4.59 3.91 -4.83
C 1.93 -5.01 -3.24
H -1.49 -5.18 2.58
H -6.55 5.70 -1.22
H -4.24 1.16 2.96
C 5.97 -2.63 -1.02
C 2.87 -2.54 -2.35
C 2.28 -2.66 -3.60
H 3.47 0.26 4.18
C 2.49 -4.90 -1.98
C -4.15 -0.64 4.13
H -1.79 -2.43 -0.25
C 4.56 3.04 -2.87
Pt 0.54 0.07 -0.84
H 3.37 -3.58 -0.54
H -3.60 1.40 4.58
C -3.60 0.73 3.73
C 5.38 -1.43 -0.67
C -6.09 4.35 -2.84
C 2.41 1.85 3.17
H -1.96 1.38 2.48
C 3.99 0.66 -4.16
C 6.01 -0.59 0.24
H -7.13 4.09 -3.03
C -2.16 0.58 3.20
H 0.75 1.15 5.18
C -5.22 3.15 -3.03
C -0.06 3.27 -0.63
O -1.38 0.67 -1.68
H 7.64 -3.94 -0.75
C -1.47 3.02 -1.17
N -3.57 4.11 -1.53
H -1.31 -4.42 -1.61
C 2.76 1.04 4.42
C 1.00 -0.16 2.57
H 8.76 -2.45 0.88
H -3.09 -2.03 1.16
H 0.70 -4.30 1.90
H 1.36 -3.97 -5.02
H 5.55 0.35 0.52
C 0.98 -0.67 4.02
H -0.11 -3.22 3.02
C -1.94 -0.78 2.52
C 7.23 -0.95 0.78
C -0.77 -4.27 -0.67
H -5.13 -0.52 4.59
C -2.32 4.09 -1.08
C -4.45 5.24 -1.18
F -5.14 0.03 -4.85
Ge 3.66 -0.88 -1.60
H 3.80 -0.28 -4.67
H -3.30 6.13 0.45
C -0.15 -3.62 2.01
H -4.20 6.08 -1.84
H -5.26 -1.46 2.46
O 0.15 4.38 -0.15
C -5.59 2.12 -3.86
C -0.76 -2.79 -0.33
H 1.60 -5.97 -3.60
H 4.42 1.93 -1.06
H -4.32 4.76 0.92
C 4.06 0.69 -2.77
H 5.50 -3.28 -1.74
C -3.19 1.93 -2.47
C -3.23 -1.18 1.82
C -4.00 3.07 -2.33
C -1.42 -4.43 1.80
H 1.62 -1.55 4.09
H 3.22 1.68 5.17
H -0.29 -2.22 -1.15
C 2.94 -3.67 -1.53
H -6.17 4.05 -0.72
H 2.30 2.91 3.43
H 4.79 3.97 -2.36
O 0.81 2.36 -0.74
```

As for the total charge: +1. As for the lowest unoccupied orbital energy (spin up / spin down): -4.8 / -4.6 eV.



[4]
ORCA calculation (wB97M-V/def2-TZVPD) on a 8-piece molecular cluster, C51H62BBr3FN8O2 overall.

Structure (XYZ):
```
128
C51H62BBr3FN8O2, DFT wB97M-V/def2-TZVPD
H -6.76 1.21 -2.57
H 5.39 -0.67 0.10
H -2.73 -3.29 0.08
C -3.52 -1.36 -0.58
C 13.21 8.81 -0.68
H 0.09 -0.76 -0.44
H -3.28 0.12 0.86
H -8.13 1.29 -0.50
C -4.44 -1.33 -1.87
C -7.33 -4.68 7.08
C -6.54 -2.67 6.36
H 0.53 1.86 0.85
C -1.37 -7.82 1.25
C 0.42 1.25 -1.20
C -1.42 -2.30 -4.05
H 6.05 6.88 -4.03
H 13.63 10.92 -0.55
C -0.88 -3.10 -2.89
Br -2.65 -0.22 -5.45
C 11.29 8.05 0.26
C -1.95 1.12 -2.28
C -5.05 -4.14 7.49
H 1.78 -2.75 3.40
C -0.87 -6.73 0.56
C 1.24 -7.11 1.31
H -4.48 -2.20 6.73
C 12.94 10.12 -0.30
N -8.53 4.00 -3.23
H 4.64 2.51 -2.36
H 8.58 2.08 -0.73
H -6.76 -1.74 5.85
C 11.77 10.38 0.39
C 5.37 1.98 -1.75
H -8.18 -5.35 7.15
H 3.04 -0.37 -0.66
C -8.37 -4.51 3.18
C -0.21 1.90 0.04
C -6.10 -5.03 7.61
N 7.39 6.04 -2.73
H -2.42 -8.07 1.20
H 11.52 11.38 0.71
H 1.34 1.81 -1.40
F -4.27 -2.60 -2.43
H 14.11 8.57 -1.23
O -3.97 -0.31 -2.53
C -0.44 1.35 -2.47
H -2.35 1.47 -1.33
C -9.16 3.08 -1.11
H -1.68 -3.37 -2.20
H -2.47 1.70 -3.05
H 2.28 -6.78 1.31
H -0.20 -2.95 0.09
H -1.05 1.30 0.39
N -3.98 -0.18 0.19
H 10.16 7.92 -4.69
H -0.84 -9.44 2.57
C 6.67 2.45 -1.64
H 7.77 0.02 0.43
C 7.11 0.60 -0.20
C -7.93 -5.22 0.94
H 6.98 3.35 -2.17
H -3.42 -2.30 1.33
H 1.21 -0.58 -1.86
C 8.68 5.94 -2.39
C 7.56 1.74 -0.85
C -7.98 -3.24 2.79
H 8.89 5.30 -1.54
H -4.82 -0.44 0.69
N -7.59 -2.93 1.55
C 10.92 9.32 0.69
C 0.89 -0.19 -0.89
H -4.52 -3.13 0.24
C 7.11 6.82 -3.78
Br -6.38 -1.24 -1.56
C -2.06 -1.17 -3.86
C 8.06 7.51 -4.51
H -9.77 3.15 -0.22
C -7.65 3.00 -3.36
B -2.44 -0.43 -2.46
C 1.35 -2.12 1.35
H 1.10 -4.06 0.47
C -3.56 -2.61 0.29
H 1.40 -2.73 -0.67
C 5.79 0.22 -0.38
H -7.07 3.00 -4.28
C 0.85 -8.22 2.04
H -5.97 -5.99 8.11
H -0.24 2.34 -2.91
C -7.57 -3.91 0.66
C 0.93 -2.50 2.76
H -1.51 -6.11 -0.05
H -9.96 4.85 -2.04
H 0.30 -3.39 2.69
H -0.18 -2.47 -2.34
C 9.71 6.59 -3.06
H -7.90 -5.98 0.17
H -0.52 2.91 -0.18
C -8.24 2.05 -1.26
H 10.73 6.48 -2.73
C 9.38 7.39 -4.14
H 2.33 0.87 0.34
H 7.76 8.12 -5.35
C -5.27 -2.93 6.85
C 2.12 -1.06 1.20
H 1.56 -8.78 2.62
C -0.49 -8.58 2.01
H -8.63 -6.53 2.50
N 0.42 -6.37 0.58
H -7.99 -2.41 3.49
C -7.48 2.00 -2.41
H 0.37 -1.70 3.24
C 0.88 -3.02 0.24
H -0.06 0.63 -3.21
C -8.34 -5.52 2.23
N -7.57 -3.52 6.46
Br -1.08 -3.09 -5.79
H -4.07 -4.37 7.89
H -7.24 -3.63 -0.34
H 2.80 -0.83 2.02
C -9.26 4.02 -2.12
H 10.65 7.19 0.47
H -8.68 -4.70 4.20
H -0.39 -4.01 -3.22
N 4.92 0.89 -1.14
H 10.00 9.48 1.23
O -2.30 -1.14 -1.17
N 12.41 7.78 -0.41
C 2.17 -0.15 -0.01
```

As for the total charge: -1. As for the lowest unoccupied orbital energy: 1.6 eV.



Look up the total charge of the third one. +1



Number 2 is which compound? C51H59BiF5Ge2OS4SbTe



Which formula does entry 3 have? C51H60FGeNO3PPt